The following is a quantum chemistry calculation of a molecular structure, C41H47ClFN5O4PdTe at a distorted geometry, from the OMol25 dataset.

Each line ends with the Löwdin spin population.
Geometry (Å):
H1 2.43 1.20 6.03  0.0000
H2 2.53 -3.41 3.33  0.0000
C1 4.22 0.23 6.21  0.0000
H3 3.70 -0.68 6.50  0.0000
H4 -0.32 3.37 -0.16  0.0015
C2 1.62 -3.57 2.73  0.0000
O1 0.24 -4.52 -1.75  0.0002
H5 0.90 -4.29 0.38  0.0000
C3 -4.54 3.57 1.54  0.0087
N1 3.46 0.99 4.06  0.0000
H6 5.11 -1.19 -6.98  0.0000
H7 0.88 -0.48 -7.03  -0.0001
C4 4.10 -0.95 -5.10  0.0000
N2 -0.77 0.94 -3.96  0.2084
C5 -2.86 -2.66 -2.12  0.0007
H8 -0.38 3.05 1.58  0.0003
C6 -1.73 -1.00 -0.20  0.0044
C7 3.62 2.41 4.29  0.0000
Pd1 -0.17 -0.83 -3.53  0.0730
H9 4.56 -0.78 4.31  0.0000
H10 -6.08 2.49 0.52  0.0000
H11 -4.23 1.45 -2.36  0.0094
H12 -0.52 -3.56 3.00  0.0000
H13 -4.56 0.17 -1.17  0.0005
C8 -1.69 2.29 -5.81  -0.0016
C9 -1.99 -2.34 0.07  0.0024
H14 -0.71 -0.74 1.66  0.0011
C10 1.81 -0.62 -6.52  0.0000
H15 5.14 0.32 6.80  0.0000
C11 -0.85 3.61 0.76  0.0037
C12 -1.13 1.02 -5.22  0.0189
H16 -4.97 4.81 3.24  0.0000
C13 2.76 1.28 1.69  0.0002
C14 -5.02 2.70 0.57  0.0018
H17 2.70 2.91 3.98  0.0000
H18 3.34 3.50 6.16  0.0000
H19 0.39 -3.97 4.45  0.0000
C15 -3.18 3.83 1.57  0.0043
C16 4.17 -1.01 -6.49  -0.0001
C17 1.35 -1.14 -0.78  0.0008
C18 -2.02 -0.48 -1.47  0.0089
N3 3.34 1.40 6.48  0.0000
H20 -1.42 2.35 -6.86  -0.0004
C19 -2.63 -1.32 -2.43  0.0049
H21 -3.19 0.26 -3.81  0.0026
H22 3.21 1.54 7.48  0.0000
C20 -5.49 4.22 2.50  0.0018
C21 3.86 2.61 5.80  0.0000
H23 -2.08 -5.23 -1.21  0.0001
C22 -2.52 -3.19 -0.88  0.0025
N4 1.76 -0.57 -5.19  0.0013
C23 -3.22 -0.83 -3.73  0.0005
Te1 -1.41 1.53 -1.90  0.3631
C24 1.05 -2.54 -0.77  0.0004
H24 -0.74 4.67 0.97  -0.0001
H25 -0.56 0.63 0.53  0.0081
C25 1.18 -3.24 0.38  0.0005
C26 2.22 0.75 0.54  0.0005
H26 4.45 2.86 3.72  0.0000
H27 2.79 -0.65 -3.41  0.0000
C27 2.51 -0.82 2.78  0.0002
H28 -5.80 1.38 -1.53  0.0005
C28 3.00 -0.83 -7.20  0.0000
Cl1 5.51 -1.16 -4.13  0.0000
C29 -1.23 -0.14 0.91  0.0120
H29 0.32 -2.29 3.89  0.0000
C30 -2.75 -4.64 -0.59  0.0003
C31 -4.16 2.11 -0.35  0.0157
H30 -6.09 3.46 3.01  0.0005
H31 1.64 -4.61 2.40  0.0000
H32 -2.78 4.53 2.29  0.0009
C32 1.85 -0.60 0.47  -0.0002
C33 -4.73 1.22 -1.41  0.0118
C34 0.37 -3.33 3.57  0.0001
O2 1.22 -0.37 -1.78  0.0029
N5 1.64 -2.73 1.56  0.0010
C35 -2.30 3.25 0.66  0.0261
H33 -2.69 -1.26 -4.60  -0.0001
H34 -3.31 -3.30 -2.86  0.0000
H35 -1.75 -2.73 1.05  0.0003
O3 -1.04 -0.04 -5.89  0.0543
H36 4.92 2.71 6.04  0.0000
H37 -2.07 0.36 1.40  0.0001
H38 -4.26 -1.15 -3.80  0.0000
H39 -2.78 2.23 -5.75  -0.0003
H40 -6.18 4.87 1.96  0.0005
C36 -2.79 2.36 -0.30  0.1319
O4 0.32 -2.76 -3.07  0.0059
H41 3.01 -0.87 -8.28  0.0000
C37 2.87 -0.72 -4.49  0.0000
H42 2.59 -1.40 3.69  0.0000
C38 2.00 -1.40 1.62  0.0001
C39 0.48 -3.35 -1.96  0.0007
H43 -2.55 -4.86 0.45  0.0000
C40 4.53 0.24 4.69  0.0000
H44 2.10 1.38 -0.33  0.0005
H45 5.51 0.70 4.49  0.0000
H46 -1.34 3.16 -5.27  0.0005
C41 2.94 0.51 2.84  0.0002
F1 3.13 2.59 1.68  0.0000
H47 -3.78 -4.92 -0.82  0.0001

Lowest unoccupied orbital energy (spin up / spin down) = -3.36 / -3.36 eV
Energy = -84925.0913 eV
Gap between HOMO and LUMO (spin up / spin down) = 5.588 / 6.195 eV
HOMO level (spin up / spin down) = -0.3288 / -0.3511 Ha
⟨S²⟩ = 0.77
Multiplicity = 2
Net charge = +1

=====

The following is a quantum chemistry calculation of 9 unconnected molecules or ions with the total composition C21H59NO9 at a distorted geometry, from the OMol25 dataset.

Each line ends with the Mulliken charge.
Geometry (Å):
H1 2.33 2.49 1.30  0.3051
H2 5.51 4.45 -1.97  0.3873
H3 -0.31 -3.93 1.29  0.1882
H4 -0.82 -0.80 -5.83  0.3321
H5 -0.14 3.39 -2.14  0.4646
O1 0.64 -5.58 4.03  -0.5458
H6 -3.77 -4.23 4.07  0.2295
H7 1.04 2.09 -2.30  0.0722
C1 -0.18 -5.45 2.87  -0.2624
C2 0.36 -4.25 2.09  -0.7351
H8 -3.26 -0.68 4.71  0.2077
C3 1.51 -3.28 -1.60  -0.8646
H9 0.63 -2.67 -1.44  0.0533
O2 3.23 -1.78 -1.08  -0.4668
H10 -1.33 1.25 -3.64  0.1850
H11 -1.79 0.03 6.67  0.3212
H12 -0.01 -6.36 2.28  0.3185
C4 3.34 3.42 -3.09  -1.5290
H13 -0.31 4.77 0.01  0.4110
H14 -2.08 0.18 3.71  0.1486
H15 -0.36 1.95 -1.25  0.3834
O3 -5.59 -0.30 -1.50  -0.5014
O4 -1.46 -1.53 4.90  -0.5446
H16 2.40 -2.00 -3.01  0.1995
H17 1.75 0.40 3.06  0.2590
O5 1.59 -0.49 2.74  -0.4697
H18 4.59 2.75 0.05  0.3974
H19 -2.89 1.34 5.99  0.3435
O6 1.82 5.43 -1.32  -0.4871
C5 -3.16 -0.06 -1.59  -0.3611
C6 3.49 3.69 -1.60  1.6830
H20 3.40 0.57 -0.02  0.3742
H21 0.18 1.04 -4.53  0.2183
H22 -0.48 -0.21 -2.42  0.1456
O7 -3.23 -3.57 3.64  -0.4505
C7 -2.09 0.63 5.81  -1.2609
H23 3.48 -3.32 -2.51  0.3255
H24 1.14 1.40 0.59  0.1706
H25 -3.19 -0.11 -0.49  0.1117
C8 -4.53 0.49 -1.97  -0.5990
H26 -2.37 -2.62 1.27  -0.0924
H27 4.32 3.09 -3.44  0.4700
O8 -0.31 -0.52 -3.31  -0.3648
C9 2.97 1.46 -0.48  -0.1608
C10 -2.21 -0.37 4.64  0.1949
H28 -1.19 -0.49 1.09  0.1021
H29 3.96 -1.21 -1.35  0.2755
H30 -1.23 -5.27 3.08  0.1636
C11 2.76 -2.57 -2.15  -0.1833
C12 -4.01 -2.82 2.70  -0.1782
H31 -2.38 0.68 -1.74  -0.0797
H32 2.08 -1.06 3.35  0.2433
H33 1.71 -3.94 -0.75  0.2273
H34 -0.46 3.35 0.95  0.3254
H35 -3.91 -2.30 0.61  0.2190
C13 0.30 4.02 0.52  -2.1749
H36 4.74 5.10 -0.47  0.4726
H37 4.31 5.72 -1.97  0.4550
H38 -1.87 -2.31 4.50  0.3008
H39 -3.50 -4.00 1.03  0.3172
C14 4.58 4.76 -1.51  -2.1451
N1 2.32 4.18 -0.85  0.3353
C15 4.07 2.47 -0.87  -1.3809
H40 1.37 -4.38 1.71  0.3781
H41 2.64 2.63 -3.40  0.1525
H42 -1.98 0.65 -5.97  0.3768
O9 -0.64 -0.85 0.38  -0.1788
C16 -3.41 -2.95 1.32  -0.5131
H43 1.25 -4.03 -2.36  0.4336
H44 -2.99 -1.09 -1.90  0.4777
H45 2.54 1.12 -1.43  0.1916
H46 4.78 1.96 -1.53  0.4615
H47 0.26 -6.26 4.59  0.3003
H48 -5.04 -3.18 2.67  0.4097
H49 -4.51 0.65 -3.06  0.3255
H50 -6.43 0.12 -1.66  0.2930
C17 1.22 3.28 -0.44  1.8577
C18 1.92 2.14 0.35  -0.9873
H51 -1.18 1.19 5.55  0.2504
H52 2.97 4.31 -3.60  0.3532
H53 0.18 -1.10 0.81  0.0316
H54 -4.61 1.53 -1.61  0.3201
H55 -4.13 -1.79 3.05  0.1164
C19 0.42 2.63 -1.60  -1.6303
H56 0.51 -3.45 2.82  0.1569
C20 -1.51 -0.11 -5.35  -1.3902
H57 -2.34 -0.68 -4.93  0.3009
H58 0.93 4.57 1.22  0.4840
C21 -0.72 0.52 -4.20  0.1780
H59 2.38 6.03 -0.81  0.3503

Lowest unoccupied orbital energy = 0.51 eV
Energy = -42647.9678 eV
Gap between HOMO and LUMO = 8.795 eV
HOMO level = -0.3045 Ha
SMILES string = CC1(C)CCCC(C)(C)N1O.CCO.CCO.CCO.CCO.CCO.CCO.O.O
Multiplicity = 1

=====

The following is a quantum chemistry calculation of a molecular structure, C4H11BiO2 at a distorted geometry, from the OMol25 dataset.

Each line ends with the Löwdin spin population.
Geometry (Å):
C1 -2.12 1.03 -3.47  0.0022
C2 0.33 3.78 -3.81  0.0643
H1 -1.97 0.83 -2.40  0.0008
C3 -0.11 2.39 -3.41  0.0064
O1 -1.50 2.24 -3.83  0.1009
H2 1.21 3.72 -4.47  0.0070
H3 0.46 1.56 -3.86  0.0004
C4 1.82 5.84 -0.72  0.0001
H4 0.74 5.77 -0.94  0.0000
H5 0.51 4.38 -2.90  0.0099
H6 1.97 5.88 0.38  0.0000
H7 -0.03 2.28 -2.28  0.0002
Bi1 -1.71 4.14 -4.76  0.8060
H8 2.75 5.01 -2.26  0.0000
O2 2.53 4.77 -1.31  0.0005
H9 -3.19 1.14 -3.69  0.0005
H10 2.18 6.77 -1.17  0.0000
H11 -1.71 0.20 -4.05  0.0010

Lowest unoccupied orbital energy (spin up / spin down) = -5.15 / -5.75 eV
Energy = -14251.3931 eV
Gap between HOMO and LUMO (spin up / spin down) = 7.472 / 7.423 eV
HOMO level (spin up / spin down) = -0.4638 / -0.4841 Ha
⟨S²⟩ = 0.75
Multiplicity = 2
Net charge = +1

=====

The following is a quantum chemistry calculation of 9 unconnected molecules or ions with the total composition C4H26O8S2 at a distorted geometry, from the OMol25 dataset.

Each line ends with the Mulliken charge.
Geometry (Å):
H1 2.87 0.51 -1.91  0.3620
H2 0.19 2.66 -3.85  0.3158
H3 0.33 -0.35 -0.63  -0.0829
O1 -4.31 -0.61 0.13  -0.6798
H4 1.55 1.73 3.14  0.4091
H5 -0.17 -0.42 1.64  0.1921
C1 0.86 2.07 2.39  -0.7025
O2 -2.82 1.43 1.63  -0.5823
H6 -1.10 -0.55 -3.30  0.2492
H7 1.26 0.03 -2.82  0.2171
H8 0.12 -3.22 1.90  0.2961
H9 -1.07 -2.17 -3.27  0.2703
O3 -2.66 -2.58 0.43  -0.7448
H10 0.95 2.14 0.11  0.1607
H11 -1.99 2.41 -0.72  0.3064
H12 0.92 -1.74 -1.36  0.3477
O4 -1.61 2.24 -1.60  -0.5881
O5 -0.44 1.95 -4.09  -0.5928
H13 2.75 -1.00 -2.38  0.3957
C2 1.28 -0.78 -0.87  0.0376
C3 1.58 2.23 0.98  -0.2582
S1 2.28 -0.89 0.58  -0.0375
H14 -1.69 1.27 -1.63  0.2696
H15 -3.44 -1.07 0.04  0.4453
H16 -2.88 0.81 0.89  0.3027
H17 -1.15 2.60 -3.86  0.2862
H18 -1.59 -0.42 2.19  0.3000
H19 -3.76 1.64 1.73  0.2968
C4 2.06 -0.20 -2.10  -1.1563
H20 -1.80 -2.30 0.82  0.2557
O6 1.03 -3.48 1.76  -0.5958
H21 -2.31 -2.63 -0.48  0.3612
H22 -4.91 -1.36 0.10  0.2729
O7 -1.24 -1.36 -2.79  -0.5536
O8 -1.04 -0.83 1.50  -0.5579
S2 2.95 1.03 1.13  -0.1406
H23 0.32 2.97 2.73  0.3451
H24 0.15 1.27 2.28  -0.0761
H25 2.03 3.26 0.85  0.3524
H26 1.53 -3.42 2.57  0.3017

Lowest unoccupied orbital energy = 0.23 eV
Energy = -42619.3088 eV
Gap between HOMO and LUMO = 8.133 eV
HOMO level = -0.2903 Ha
SMILES string = CCSSCC.O.O.O.O.O.O.O.O
Multiplicity = 1

=====

The following is a quantum chemistry calculation of a molecular structure, C21H19BeN4O2PS at a distorted geometry, from the OMol25 dataset.

Each line ends with the Mulliken charge.
Geometry (Å):
C1 0.24 -1.04 -2.72  -0.3717
C2 1.19 1.45 -1.15  -0.8284
N1 1.25 -3.45 1.44  -1.7619
H1 -1.40 -3.75 -3.91  0.4006
H2 -1.48 2.64 1.12  0.2817
C3 -0.03 -2.16 -3.49  -0.7814
C4 2.45 -0.53 3.02  0.7129
H3 3.89 -0.58 4.60  0.4218
P1 -0.36 0.68 -0.54  0.8741
H4 0.73 -2.52 -4.18  0.4235
H5 -1.39 -4.55 0.01  0.2219
C5 2.98 1.36 4.40  -0.1835
H6 -3.15 4.44 0.83  0.4042
C6 -3.52 3.96 -1.22  -0.4843
C7 -1.22 -2.85 -3.35  -0.4791
C8 -1.95 2.80 0.16  -0.4035
C9 2.29 0.42 -0.79  0.4612
H7 -3.12 -2.89 -2.37  0.4163
C10 -3.22 3.11 -2.28  -0.6437
S1 -1.00 -2.10 1.05  -0.4992
C11 -2.27 2.12 -2.13  -0.2867
C12 3.19 0.04 4.07  -1.0412
H8 -3.72 3.23 -3.23  0.3983
C13 -1.94 -1.23 -1.73  -0.3453
C14 2.08 2.11 3.66  -0.9850
C15 -0.71 -0.58 -1.82  0.2873
O1 1.82 -0.62 -0.20  -0.2610
H9 3.50 1.80 5.24  0.4250
N2 -0.43 -4.54 0.30  -0.3436
H10 0.11 -5.39 0.30  0.2500
H11 1.40 2.40 -0.64  0.4444
H12 0.68 2.01 2.01  0.3159
N3 1.58 -2.24 1.82  1.2981
N4 1.54 0.20 2.34  0.1834
H13 1.89 3.14 3.88  0.4241
Be1 0.88 -0.83 1.01  -0.3200
O2 3.45 0.62 -1.06  -0.7047
C16 -2.89 3.80 0.00  -0.6893
H14 1.19 -0.55 -2.83  0.2468
H15 -4.25 4.74 -1.36  0.3791
C17 -1.62 1.97 -0.91  0.5018
C18 1.40 1.48 2.63  0.4018
C19 -2.19 -2.36 -2.49  -0.7969
H16 3.15 -2.63 3.16  0.4197
H17 -2.03 1.46 -2.95  0.4117
C20 2.49 -1.91 2.68  -0.4741
H18 -2.69 -0.86 -1.05  0.4471
H19 1.18 1.66 -2.22  0.4475
C21 0.03 -3.44 0.90  0.7843

Lowest unoccupied orbital energy = -0.57 eV
Energy = -52669.6382 eV
Gap between HOMO and LUMO = 7.255 eV
HOMO level = -0.2874 Ha
Multiplicity = 1

=====

The following is a quantum chemistry calculation of a molecular structure, C29H41BClCoN4O5S2 at a distorted geometry, from the OMol25 dataset.

Each line ends with the Löwdin spin population.
Geometry (Å):
H1 -2.94 3.82 -1.09  0.0001
Co1 0.00 -0.68 -0.83  2.6242
H2 3.29 4.05 1.61  0.0093
H3 -0.51 -0.63 5.54  0.0000
H4 4.56 -0.98 -3.66  0.0002
C1 0.46 -1.65 3.19  0.0189
C2 -2.38 2.93 -1.37  0.0005
H5 2.24 4.47 -0.95  -0.0027
C3 2.27 2.51 2.72  0.0025
C4 -0.42 3.10 -6.29  -0.0002
C5 -0.18 1.95 -4.24  0.0054
H6 -4.58 1.12 -1.50  0.0001
O1 -2.06 0.38 -0.66  0.0381
C6 -1.17 -1.37 5.07  0.0002
C7 2.21 2.73 0.30  -0.0040
H7 1.90 3.46 4.60  -0.0026
H8 2.18 -4.32 -1.45  0.0007
C8 -0.14 3.15 -4.92  0.0002
O2 -0.47 -0.26 -3.95  0.0178
H9 -2.08 0.56 2.35  -0.0001
H10 -3.78 -1.20 2.82  0.0000
O3 2.14 -0.81 -1.48  0.0524
H11 -2.88 -3.43 2.22  0.0000
H12 0.37 -2.88 4.96  0.0010
H13 -0.80 0.88 3.51  0.0012
H14 -2.12 -1.47 0.94  -0.0001
H15 1.18 0.92 3.57  0.0058
C9 0.97 0.90 1.39  0.0327
H16 -0.94 1.90 -7.98  0.0000
H17 1.18 -0.99 3.67  0.0002
H18 -4.92 2.45 -0.35  0.0009
H19 4.67 0.19 -2.32  0.0000
N1 1.26 -4.17 -1.05  0.0062
H20 -0.82 -2.66 1.08  0.0011
H21 -0.67 -4.14 3.08  0.0000
C10 -0.73 1.91 -6.92  -0.0001
H22 1.07 -5.32 -3.22  0.0009
C11 -1.39 0.08 3.05  0.0200
C12 1.44 1.40 2.64  0.1260
H23 1.89 -2.64 0.03  0.0004
C13 1.39 1.63 0.24  0.1443
N2 0.34 -4.65 -3.07  0.0107
H24 2.27 2.94 -1.83  0.0000
O4 0.04 1.71 -2.91  0.0180
H25 -1.81 -3.96 4.42  0.0000
C14 2.72 2.98 4.08  -0.0065
B1 -0.14 0.32 -2.71  0.0992
H26 1.03 1.29 -0.73  0.0173
C15 -0.33 -2.38 4.28  0.0028
H27 1.72 -4.06 0.84  0.0000
H28 -2.75 0.05 4.71  0.0012
C16 -4.45 1.48 -0.48  0.0040
H29 3.72 3.52 -1.00  -0.0022
C17 -3.08 -1.71 3.50  0.0003
C18 -1.26 -3.42 3.64  0.0002
H30 -4.87 0.77 0.23  0.0000
H31 1.03 -2.37 2.60  0.0002
H32 -1.31 3.14 -1.38  0.0004
H33 -2.68 2.56 -2.35  0.0002
C19 -2.23 -2.70 2.71  -0.0003
C20 3.99 -0.37 -2.96  0.0017
S1 -0.96 -2.80 -1.78  0.0346
Cl1 3.04 0.81 -3.89  0.0012
C21 -2.16 -0.67 4.14  0.0033
O5 3.57 -2.47 -2.00  0.0035
S2 -2.67 1.64 -0.13  0.0087
H34 3.54 3.69 4.00  -0.0002
C22 2.63 3.46 -0.95  -0.0079
C23 -0.78 0.70 -6.22  0.0002
N3 0.20 -0.18 1.16  0.4666
C24 3.14 -1.31 -2.08  0.0064
H35 -1.02 -0.23 -6.71  0.0001
H36 -3.67 -2.22 4.26  0.0000
C25 -0.49 0.75 -4.87  0.0054
H37 -1.72 -1.89 5.87  0.0000
H38 0.10 4.07 -4.42  0.0000
H39 -0.41 4.02 -6.86  0.0000
H40 -0.35 -4.49 -3.77  0.0003
C26 0.30 -3.90 -1.96  0.0192
C27 2.65 3.17 1.56  0.1657
N4 1.29 -3.46 0.16  0.0047
H41 3.05 2.13 4.69  -0.0015
C28 -1.43 -1.95 1.64  0.0020
C29 -0.50 -0.89 2.24  0.0387

Lowest unoccupied orbital energy (spin up / spin down) = 0.32 / -1.69 eV
Energy = -119434.5987 eV
Gap between HOMO and LUMO (spin up / spin down) = 6.844 / 5.984 eV
HOMO level (spin up / spin down) = -0.2398 / -0.2819 Ha
⟨S²⟩ = 6.05
Multiplicity = 5

=====

The following is a quantum chemistry calculation of 2 unconnected molecules or ions with the total composition C4H13N3O2 at a distorted geometry, from the OMol25 dataset.

Each line ends with the Mulliken charge.
Geometry (Å):
C1 1.02 -0.42 -0.25  0.8735
H1 -0.41 -0.28 -1.91  0.2372
H2 1.16 -2.29 -0.80  0.4464
H3 -0.07 -1.38 2.58  0.2200
O1 1.78 -1.57 -0.65  -0.5907
N1 0.78 -0.28 1.14  -0.6155
N2 -0.34 -0.50 -0.91  -0.2500
C2 1.75 0.81 -0.78  -1.4834
H4 -0.67 1.33 1.53  0.3866
C3 -1.15 0.83 0.70  -0.2324
H5 -0.75 -1.94 0.25  0.5521
H6 1.27 1.73 -0.45  0.3126
H7 -1.00 2.43 -0.74  0.2611
H8 -2.46 2.43 0.24  0.3815
H9 -2.30 1.28 -1.09  0.2843
H10 2.77 0.79 -0.40  0.3815
C4 -1.76 1.78 -0.29  -1.0200
O2 -0.97 -1.77 -0.72  -0.5160
H11 1.07 -2.20 1.77  0.2220
H12 1.79 0.79 -1.87  0.3436
N3 0.27 -1.57 1.64  -0.5352
H13 -1.79 0.01 1.01  0.3409

Lowest unoccupied orbital energy (spin up / spin down) = 0.36 / 0.35 eV
Energy = -12918.1198 eV
Gap between HOMO and LUMO (spin up / spin down) = 7.698 / 7.685 eV
HOMO level (spin up / spin down) = -0.2697 / -0.2694 Ha
Multiplicity = 1

=====

The following is a quantum chemistry calculation of 2 unconnected molecules or ions with the total composition C4H11N4 at a distorted geometry, from the OMol25 dataset.

Each line ends with the Mulliken charge.
Geometry (Å):
H1 1.60 0.51 -2.71  0.2358
H2 2.75 1.59 -1.03  0.4338
N1 2.48 -0.10 -0.01  0.2233
H3 -3.30 0.63 2.97  0.2637
C1 0.63 -0.90 0.76  -0.2647
C2 2.56 0.04 -2.50  -0.8657
H4 -1.98 0.82 -0.15  0.2714
C3 2.62 0.55 -1.09  -0.1313
N2 1.94 -0.98 0.59  -0.4793
H5 0.10 0.73 -0.67  0.3293
H6 3.34 0.32 -3.17  0.3584
N3 -1.47 0.13 0.26  -0.2990
C4 -0.17 0.05 0.10  0.2870
H7 -2.07 -0.14 1.16  0.3254
H8 -3.75 -0.94 2.64  0.2606
H9 -4.32 0.30 1.94  0.2289
N4 -3.50 -0.03 2.23  -0.8975
H10 2.56 -0.99 -2.63  0.3452
H11 0.01 -1.60 1.31  0.3748

Lowest unoccupied orbital energy = -4.64 eV
Energy = -10277.0566 eV
Gap between HOMO and LUMO = 8.321 eV
HOMO level = -0.4763 Ha
Multiplicity = 1
Net charge = +1